Entry from the OMol25 dataset: 5 unconnected molecules or ions with the total composition C27H64ClN4O8S (wB97M-V/def2-TZVPD).

Geometry (Å):
C  -0.25488  -4.97070  3.30816
C  0.59257  -4.80001  2.48564
C  1.60710  -4.47382  1.51419
S  3.12568  -3.90718  2.32237
Cl  3.88862  -5.44773  3.30989
H  -1.04227  -5.02422  4.02297
H  1.85746  -5.34652  0.91162
H  1.29442  -3.66027  0.85789
H  2.57944  -3.18385  3.34058
C  1.53077  -1.00344  4.54671
O  2.55165  -1.55248  5.36247
C  3.74063  -0.75634  5.42377
C  3.92814  -0.15139  6.79634
N  2.92525  0.86871  7.05946
C  2.89929  1.35755  8.43700
C  2.53899  0.37228  9.54201
O  1.20007  -0.08196  9.49954
C  0.95390  -1.18954  8.66153
H  0.74209  -1.75411  4.45747
H  1.09155  -0.10030  4.97682
H  1.91691  -0.77689  3.54411
H  3.72622  0.02233  4.65582
H  4.58649  -1.41937  5.21786
H  4.92035  0.30577  6.84239
H  3.89900  -0.97031  7.52888
H  2.01093  0.49859  6.83376
H  2.17156  2.17075  8.47185
H  3.87443  1.79762  8.66581
H  2.64021  0.90398  10.49052
H  3.22944  -0.47913  9.58859
H  1.81799  -1.85855  8.60733
H  0.67130  -0.87838  7.64956
H  0.11357  -1.74134  9.08288
C  -2.39971  0.73102  -1.78225
O  -1.55359  -0.36073  -2.09969
C  -0.65601  -0.10689  -3.17514
C  0.76945  -0.06142  -2.67144
N  0.99991  1.11016  -1.83749
C  2.26677  1.09387  -1.11584
C  2.47405  -0.00878  -0.08363
O  1.62570  0.08094  1.05412
C  0.33722  -0.48806  0.89265
H  -3.13282  0.37488  -1.05984
H  -1.84658  1.56275  -1.33163
H  -2.92897  1.09346  -2.66731
H  -0.92130  0.81325  -3.70248
H  -0.74660  -0.93471  -3.88379
H  1.45389  -0.03236  -3.52433
H  0.94710  -1.00139  -2.12785
H  0.24671  1.18860  -1.16656
H  2.35944  2.05121  -0.59764
H  3.08323  1.05168  -1.84279
H  3.49259  0.09173  0.30052
H  2.40457  -1.01064  -0.53052
H  0.34199  -1.33874  0.20245
H  -0.38040  0.25497  0.54180
H  -0.00085  -0.83147  1.87323
C  -8.16626  -4.30116  -0.58239
O  -7.86630  -2.96206  -0.92382
C  -6.86142  -2.35893  -0.12393
C  -5.60647  -2.10299  -0.93109
N  -4.93928  -3.34911  -1.28405
C  -3.85894  -3.20008  -2.25531
C  -4.20948  -2.70078  -3.65199
O  -4.98748  -3.60030  -4.41213
C  -6.38751  -3.52137  -4.21313
H  -9.03906  -4.59552  -1.16164
H  -7.34326  -4.98201  -0.82671
H  -8.40395  -4.39573  0.48117
H  -6.63967  -2.96817  0.75761
H  -7.25378  -1.39857  0.22279
H  -4.91991  -1.49066  -0.33676
H  -5.89957  -1.52117  -1.81556
H  -5.62585  -3.99057  -1.66055
H  -3.39330  -4.18325  -2.36690
H  -3.09866  -2.53451  -1.83217
H  -3.26808  -2.59082  -4.19810
H  -4.67552  -1.70752  -3.63552
H  -6.70660  -2.50429  -3.97128
H  -6.72408  -4.20294  -3.42671
H  -6.86878  -3.82534  -5.14203
C  0.28267  3.69186  -3.59705
O  0.57252  5.04155  -3.89833
C  1.54575  5.62761  -3.04333
C  2.83993  5.88714  -3.78286
N  3.50857  4.63561  -4.11805
C  4.64151  4.77550  -5.02876
C  4.37003  5.29181  -6.43684
O  3.61323  4.40740  -7.23992
C  2.20859  4.51048  -7.10756
H  -0.57208  3.39860  -4.20811
H  1.12093  3.03030  -3.83451
H  0.02295  3.56481  -2.54382
H  1.72548  4.99966  -2.16480
H  1.14059  6.58202  -2.69610
H  3.50121  6.48249  -3.14650
H  2.59806  6.48455  -4.67195
H  2.83406  4.00970  -4.53889
H  5.09801  3.78734  -5.12666
H  5.38767  5.42262  -4.55696
H  5.33734  5.39001  -6.93574
H  3.91774  6.29077  -6.43682
H  1.89561  5.53165  -6.87544
H  1.82186  3.83172  -6.34091
H  1.76630  4.21955  -8.06029

Atomic forces in eV per Å
-0.2 0.2 0.1
-0.1 0.2 0.0
-0.5 -0.6 0.4
0.7 0.6 -0.3
-0.4 0.1 0.0
0.0 -0.2 0.1
0.3 0.1 -0.2
0.2 0.2 0.0
0.0 -0.2 0.1
0.0 -0.1 -0.1
0.0 -0.2 -0.3
0.3 0.0 0.1
-0.3 0.0 0.1
0.0 -0.2 0.0
-0.1 0.1 -0.1
0.1 0.1 0.2
0.0 -0.1 -0.1
-0.1 0.0 0.1
0.0 0.0 0.1
0.0 0.1 -0.1
-0.1 0.2 0.0
-0.1 0.0 0.0
0.0 0.0 0.0
0.0 0.0 0.0
0.1 0.0 0.0
0.0 0.0 0.0
0.0 0.0 0.0
0.0 0.0 0.0
0.0 0.0 0.0
0.0 0.0 -0.1
0.0 0.0 0.0
0.1 -0.1 0.0
0.0 0.0 0.0
0.0 -0.1 0.0
0.0 0.2 0.0
0.1 -0.2 -0.1
0.0 0.1 0.1
0.1 -0.4 0.1
-0.2 0.2 0.0
0.3 0.1 0.0
0.0 -0.4 0.0
0.1 0.2 0.2
0.0 0.0 0.0
0.0 0.1 -0.1
0.0 0.0 0.0
0.0 0.1 0.1
0.0 0.0 0.0
0.0 0.0 0.0
0.0 -0.1 -0.1
0.0 0.1 0.0
0.1 0.0 0.0
0.0 0.0 0.0
0.0 0.0 0.0
-0.1 0.0 0.0
0.0 0.1 -0.1
-0.1 -0.1 -0.1
0.0 0.0 0.0
0.0 0.1 -0.1
0.0 -0.2 0.0
0.0 0.2 0.0
0.0 -0.2 -0.1
0.0 0.1 -0.1
0.0 -0.2 0.1
0.2 0.1 -0.1
-0.1 0.0 0.0
0.0 -0.1 -0.1
0.0 0.0 0.0
0.0 0.0 0.1
0.0 0.0 0.0
0.0 -0.1 0.0
0.0 0.0 0.0
0.0 0.0 0.0
0.0 0.1 0.1
0.0 0.0 0.0
0.0 0.0 0.0
0.0 0.1 0.0
0.0 0.0 0.0
-0.1 0.0 0.1
0.0 0.0 0.0
0.0 0.1 0.1
0.0 0.0 0.0
-0.1 0.2 -0.2
0.0 -0.1 0.1
0.0 0.3 0.0
0.0 -0.2 -0.1
0.0 0.1 0.0
0.0 -0.2 0.1
0.2 0.1 -0.1
-0.1 0.0 0.1
0.0 -0.1 -0.1
0.0 0.0 0.0
0.0 -0.1 0.1
0.1 0.0 0.0
0.0 -0.1 0.0
0.0 0.0 0.0
0.0 0.0 0.0
0.0 0.1 0.1
0.0 0.0 0.0
0.0 0.0 0.0
0.0 0.0 0.0
0.0 0.0 0.0
-0.1 0.0 0.1
0.0 0.0 0.1
-0.1 0.1 0.0
0.0 0.0 0.0

Computed properties:
Multiplicity: 1
Total charge: +1
Calculated total energy, Ha: -2745.88211
Relative energy (zero: lowest compared OMol25 entry of this formula, charge and spin), eV: 0.000
Frontier orbital gap, eV: 4.696

Here are the Löwdin charges for atoms 1 to 99, given in e: number 1, C, carries 0.18; number 2, C, carries -0.21; number 3, C, carries -0.41; number 4, S, carries 0.75; number 5, Cl, carries 0.39; number 6, H, carries 0.06; number 7, H, carries 0.11; number 8, H, carries 0.10; number 9, H, carries -0.01; number 10, C, carries -0.12; number 11, O, carries -0.22; number 12, C, carries -0.21; number 13, C, carries -0.21; number 14, N, carries -0.05; number 15, C, carries -0.19; number 16, C, carries -0.22; number 17, O, carries -0.17; number 18, C, carries -0.11; number 19, H, carries 0.08; number 20, H, carries 0.09; number 21, H, carries 0.07; number 22, H, carries 0.13; number 23, H, carries 0.12; number 24, H, carries 0.13; number 25, H, carries 0.11; number 26, H, carries 0.07; number 27, H, carries 0.12; number 28, H, carries 0.12; number 29, H, carries 0.13; number 30, H, carries 0.11; number 31, H, carries 0.09; number 32, H, carries 0.07; number 33, H, carries 0.09; number 34, C, carries -0.10; number 35, O, carries -0.21; number 36, C, carries -0.20; number 37, C, carries -0.21; number 38, N, carries -0.05; number 39, C, carries -0.19; number 40, C, carries -0.22; number 41, O, carries -0.19; number 42, C, carries -0.10; number 43, H, carries 0.08; number 44, H, carries 0.08; number 45, H, carries 0.10; number 46, H, carries 0.12; number 47, H, carries 0.12; number 48, H, carries 0.13; number 49, H, carries 0.10; number 50, H, carries 0.07; number 51, H, carries 0.13; number 52, H, carries 0.13; number 53, H, carries 0.12; number 54, H, carries 0.10; number 55, H, carries 0.08; number 56, H, carries 0.08; number 57, H, carries 0.08; number 58, C, carries -0.11; number 59, O, carries -0.19; number 60, C, carries -0.22; number 61, C, carries -0.22; number 62, N, carries -0.05; number 63, C, carries -0.20; number 64, C, carries -0.23; number 65, O, carries -0.17; number 66, C, carries -0.09; number 67, H, carries 0.09; number 68, H, carries 0.08; number 69, H, carries 0.09; number 70, H, carries 0.12; number 71, H, carries 0.12; number 72, H, carries 0.11; number 73, H, carries 0.11; number 74, H, carries 0.07; number 75, H, carries 0.12; number 76, H, carries 0.10; number 77, H, carries 0.12; number 78, H, carries 0.11; number 79, H, carries 0.09; number 80, H, carries 0.07; number 81, H, carries 0.09; number 82, C, carries -0.13; number 83, O, carries -0.19; number 84, C, carries -0.21; number 85, C, carries -0.21; number 86, N, carries -0.05; number 87, C, carries -0.20; number 88, C, carries -0.23; number 89, O, carries -0.18; number 90, C, carries -0.10; number 91, H, carries 0.09; number 92, H, carries 0.07; number 93, H, carries 0.07; number 94, H, carries 0.12; number 95, H, carries 0.12; number 96, H, carries 0.12; number 97, H, carries 0.11; number 98, H, carries 0.07; number 99, H, carries 0.12